1.
{"formula": "C21H35NO5", "method": "the ωB97M-V functional and the def2-TZVPD basis", "largest_force_ev_per_a": 17.91, "e_above_lowest_kj_mol": 2015.8, "total_charge": 0, "lumo_ev": 0.6, "homo_lumo_gap_ev": 8.0, "homo_ev": -7.472, "elements": ["C", "C", "C", "O", "C", "C", "N", "C", "C", "C", "H", "C", "H", "H", "H", "H", "H", "C", "H", "C", "H", "C", "H", "H", "C", "O", "C", "H", "H", "H", "O", "C", "H", "H", "H", "H", "H", "C", "C", "O", "O", "C", "C", "H", "H", "H", "C", "H", "H", "H", "C", "H", "H", "H", "H", "H", "H", "H", "H", "H", "H", "H"], "coordinates": [[4.295, 3.857, 0.908], [5.052, 2.475, 0.977], [4.056, 1.590, 1.525], [4.065, 1.057, 2.665], [2.778, 0.939, 0.574], [1.531, 0.561, 1.361], [0.597, 0.243, 0.516], [1.230, 0.659, -0.986], [2.475, 1.125, -0.783], [3.532, 1.385, -1.794], [4.364, 1.078, -1.597], [2.859, 1.179, -3.274], [2.727, -0.153, -3.342], [3.744, 1.382, -3.885], [2.070, 1.657, -3.534], [3.664, 2.466, -1.633], [0.743, 0.313, -1.718], [-0.697, -0.151, 0.645], [-0.689, -0.134, 1.579], [-0.966, -1.377, -0.040], [-2.066, -1.549, -0.319], [-0.495, -2.565, 0.700], [-0.709, -2.574, 1.642], [-0.830, -3.491, 0.207], [1.153, -2.576, 0.282], [1.733, -3.848, 1.197], [1.269, -5.315, 0.692], [2.031, -5.684, 1.026], [0.187, -5.454, 1.168], [1.297, -5.164, -0.328], [1.580, -2.604, -0.866], [2.930, -2.563, -1.100], [3.308, -1.538, -0.530], [3.498, -3.469, -0.509], [3.118, -2.619, -2.041], [1.645, -1.705, 1.118], [-0.502, -1.379, -1.340], [-1.662, 0.997, 0.374], [-3.064, 0.733, 0.679], [-3.359, 0.380, 1.862], [-3.888, 0.915, -0.079], [-5.526, 0.907, 0.278], [-5.801, -0.678, 0.343], [-5.260, -1.107, 1.251], [-6.881, -0.700, 0.357], [-5.208, -1.317, -0.528], [-5.988, 1.193, -1.203], [-5.677, 2.190, -1.413], [-7.121, 1.314, -1.247], [-5.878, 0.757, -2.035], [-5.767, 1.765, 1.170], [-5.486, 2.792, 0.975], [-5.118, 1.442, 2.030], [-6.803, 1.582, 1.455], [-1.231, 1.881, 0.616], [-1.671, 1.139, -0.769], [1.348, 0.469, 2.284], [5.655, 2.561, 1.731], [5.299, 2.228, 0.041], [3.516, 3.786, 0.472], [5.014, 4.493, 0.307], [3.978, 4.224, 1.886]], "forces_ev_per_a": [[10.66, 1.02, 4.28], [-5.81, 2.42, 0.42], [-4.38, -6.37, 1.13], [0.51, 2.43, -2.71], [-0.02, 2.25, 5.79], [4.98, 1.54, -8.60], [5.19, 3.38, -7.90], [0.90, 1.05, 8.57], [0.31, -2.20, 1.25], [-12.21, 5.84, -3.60], [9.20, -4.71, 1.63], [8.45, -7.67, 3.29], [0.02, 4.21, -0.04], [-0.63, -0.01, -0.71], [-5.24, 3.19, -1.21], [0.12, 0.32, -0.65], [-3.60, -2.28, -5.56], [-1.93, 2.68, -4.90], [-1.37, -1.66, 8.82], [-2.69, -2.37, -5.52], [1.17, 0.74, 0.73], [4.76, -1.41, -9.13], [-0.52, 0.05, 5.86], [-0.31, 0.27, 0.30], [-1.15, -0.47, 13.42], [-1.82, -0.18, -2.25], [-9.01, 8.71, 0.17], [7.73, -5.58, 3.85], [2.65, -0.36, -1.14], [-0.41, -0.47, -2.34], [-1.00, -0.74, -5.98], [2.77, 0.90, 9.34], [-0.49, -2.42, -1.72], [-1.49, 2.16, -1.46], [1.05, -0.04, -5.99], [-0.80, -2.61, -2.88], [-1.12, 0.14, 4.18], [0.26, -2.15, -5.82], [6.79, -2.29, 12.81], [1.18, -0.29, -0.24], [-10.12, 2.85, -10.59], [3.97, -11.24, -13.37], [3.37, -0.09, 0.73], [-1.37, 0.61, -0.71], [-0.21, -0.92, -0.08], [-2.10, 2.18, 1.75], [-3.52, 5.50, 6.65], [0.39, 1.16, -0.14], [0.98, -0.12, 0.78], [2.16, -4.89, -5.56], [-1.24, 6.15, 9.80], [-0.51, 0.28, -0.37], [-0.82, 0.45, -0.14], [-0.26, 0.69, 0.33], [0.78, 2.82, 1.81], [0.18, -0.32, 1.10], [-0.70, -0.52, 7.23], [4.77, 0.35, 3.43], [1.67, -1.09, -3.22], [-9.94, -1.12, -6.24], [-1.07, 0.02, 1.15], [0.88, 0.22, 0.14]]}



2.
{"formula": "C6H14NOPS", "method": "the ωB97M-V functional and the def2-TZVPD basis", "largest_force_ev_per_a": 4.89, "e_above_lowest_kj_mol": 189.2, "total_charge": 0, "lumo_ev": 0.4, "homo_lumo_gap_ev": 10.1, "homo_ev": -9.651, "elements": ["C", "C", "C", "C", "C", "C", "O", "P", "N", "H", "H", "H", "H", "H", "H", "H", "H", "H", "H", "H", "H", "S", "H", "H"], "coordinates": [[2.227, 0.691, -0.389], [0.768, 0.340, -0.862], [0.554, -1.207, -0.764], [-0.337, 0.954, 0.018], [-1.571, 1.510, -0.728], [-2.544, 0.363, -1.235], [-3.734, 0.441, -0.446], [-3.783, 1.752, 0.490], [-2.418, 2.350, 0.173], [2.877, 0.126, -1.069], [2.257, 0.637, 0.682], [2.420, 1.685, -0.612], [0.622, 0.644, -1.902], [0.632, -1.474, 0.249], [1.261, -1.765, -1.167], [-0.391, -1.452, -1.213], [0.211, 1.890, 0.470], [-0.595, 0.369, 0.965], [-1.250, 2.266, -1.618], [-2.645, 0.632, -2.304], [-2.037, -0.612, -1.231], [-1.191, -1.869, 3.515], [-2.451, -1.382, 3.815], [-1.647, -2.854, 4.337]], "forces_ev_per_a": [[-2.21, -1.16, -1.48], [-0.05, -1.68, 0.72], [-2.10, 3.43, 0.57], [1.48, 3.09, 1.51], [-0.12, 1.07, -0.49], [1.72, 1.38, -0.97], [-0.27, -1.39, -0.91], [-0.68, -0.13, 0.17], [1.95, 0.50, -0.19], [0.35, -0.28, 1.07], [0.66, -0.85, 0.46], [0.29, 2.18, -0.47], [0.11, 0.13, 0.07], [-0.60, -0.33, 1.60], [3.44, -2.32, -2.59], [-0.36, -0.45, 0.16], [-1.31, -1.29, -0.60], [0.07, 0.36, -1.53], [-0.49, -2.08, 1.94], [-1.12, -0.43, 0.42], [-0.77, 0.23, 0.57], [-1.78, -0.20, 0.97], [0.98, 0.26, -0.63], [0.80, -0.04, -0.36]]}



3.
{"formula": "C27H26F5IrN6O7S2Se", "method": "the ωB97M-V functional and the def2-TZVPD basis", "largest_force_ev_per_a": 0.33, "e_above_lowest_kj_mol": 126.3, "total_charge": 1, "s2": 0.768, "multiplicity": 2, "lumo_ev": [-3.7, -4.9], "homo_lumo_gap_ev": [6.8, 5.6], "homo_ev": [-10.497, -10.499], "elements": ["Ir", "C", "O", "C", "C", "O", "C", "H", "H", "H", "H", "H", "H", "H", "H", "H", "H", "N", "C", "C", "C", "C", "C", "C", "S", "O", "O", "N", "C", "N", "C", "C", "C", "N", "H", "H", "H", "H", "H", "H", "H", "H", "H", "N", "C", "H", "N", "C", "C", "C", "C", "C", "C", "S", "O", "O", "O", "H", "H", "H", "H", "H", "H", "F", "C", "C", "F", "C", "F", "C", "Se", "C", "F", "C", "F"], "coordinates": [[-0.854, -0.021, -0.460], [-0.265, -3.099, -0.228], [-0.869, -1.936, 0.431], [-2.242, -2.147, 0.829], [-3.153, -1.888, -0.346], [-2.889, -0.542, -0.813], [-3.601, -0.224, -2.021], [-0.146, -3.878, 0.521], [0.709, -2.807, -0.606], [-0.897, -3.443, -1.045], [-2.423, -1.445, 1.641], [-2.359, -3.169, 1.192], [-4.201, -1.954, -0.050], [-2.968, -2.584, -1.168], [-4.663, -0.384, -1.848], [-3.251, -0.851, -2.842], [-3.417, 0.824, -2.238], [-5.551, 3.374, 5.845], [-4.511, 2.900, 5.105], [-3.614, 3.787, 4.486], [-2.577, 3.313, 3.717], [-2.421, 1.939, 3.546], [-3.296, 1.042, 4.157], [-4.331, 1.518, 4.927], [-1.111, 1.337, 2.594], [0.007, 2.240, 2.638], [-0.889, -0.058, 2.885], [-1.610, 1.280, 1.003], [-1.522, 2.371, 0.186], [-1.789, 3.635, 0.445], [-1.619, 4.473, -0.575], [-1.189, 4.082, -1.844], [-0.914, 2.746, -2.038], [-1.087, 1.907, -1.016], [-5.558, 4.339, 6.122], [-6.064, 2.743, 6.435], [-3.737, 4.854, 4.628], [-1.882, 3.998, 3.253], [-3.140, -0.022, 4.050], [-5.004, 0.824, 5.416], [-1.836, 5.515, -0.371], [-1.064, 4.799, -2.641], [-0.551, 2.338, -2.973], [-0.043, -1.314, -3.179], [-0.301, -0.869, -2.150], [0.424, -1.610, -4.032], [1.044, 0.456, 0.263], [2.036, -0.583, 0.010], [2.332, -1.474, 1.029], [2.940, -2.681, 0.705], [3.202, -2.977, -0.628], [3.071, -1.990, -1.593], [2.479, -0.786, -1.279], [3.301, -4.661, -1.226], [1.867, -4.907, -1.365], [3.994, -4.538, -2.499], [3.966, -5.419, -0.198], [0.943, 0.563, 1.273], [1.366, 1.357, -0.086], [2.004, -1.272, 2.043], [3.108, -3.439, 1.459], [3.355, -2.237, -2.604], [2.229, -0.105, -2.086], [5.212, -4.534, -5.043], [4.749, -3.323, -4.904], [5.598, -2.287, -4.533], [6.869, -2.542, -4.283], [5.109, -0.997, -4.442], [5.949, -0.038, -4.087], [3.764, -0.687, -4.702], [3.127, 1.049, -4.532], [2.946, -1.768, -5.064], [1.629, -1.563, -5.316], [3.405, -3.057, -5.166], [2.588, -4.041, -5.508]], "forces_ev_per_a": [[-0.07, -0.06, -0.21], [0.08, -0.05, 0.03], [-0.16, 0.15, 0.02], [0.05, -0.02, -0.03], [0.04, -0.06, 0.04], [0.06, -0.08, 0.11], [0.05, 0.03, -0.05], [0.03, 0.01, -0.01], [-0.12, -0.03, 0.06], [-0.01, -0.01, -0.01], [0.00, 0.01, 0.03], [0.01, 0.01, -0.01], [0.00, 0.02, 0.01], [0.00, 0.00, -0.02], [0.00, 0.00, 0.00], [-0.01, 0.00, 0.00], [0.00, 0.00, 0.01], [-0.01, 0.00, 0.01], [0.01, 0.00, -0.01], [0.00, 0.01, 0.00], [-0.01, -0.01, 0.02], [0.02, 0.04, -0.04], [-0.02, 0.01, 0.00], [0.01, -0.01, -0.01], [0.00, -0.22, 0.06], [0.03, 0.04, 0.00], [-0.03, 0.13, -0.01], [-0.05, 0.04, 0.03], [-0.01, -0.15, 0.08], [0.02, 0.06, -0.01], [-0.02, 0.00, 0.02], [0.02, -0.02, -0.01], [-0.03, 0.05, 0.04], [0.02, 0.06, -0.01], [0.00, 0.00, 0.00], [0.00, 0.00, 0.00], [0.00, 0.00, 0.00], [0.01, 0.00, -0.01], [0.00, 0.00, -0.01], [0.00, 0.00, 0.00], [0.00, 0.00, 0.00], [0.00, 0.01, 0.00], [-0.01, -0.01, 0.00], [-0.04, 0.06, -0.01], [0.12, 0.10, 0.05], [0.02, -0.03, -0.03], [0.03, -0.08, -0.30], [-0.20, -0.09, 0.24], [0.00, -0.06, -0.02], [-0.07, -0.05, -0.05], [0.10, 0.17, 0.13], [0.11, -0.04, 0.07], [-0.08, -0.07, -0.31], [0.27, 0.00, 0.04], [-0.17, -0.07, -0.02], [-0.02, -0.05, 0.02], [-0.08, 0.00, -0.08], [0.01, 0.13, 0.11], [-0.04, 0.04, -0.01], [0.01, -0.01, 0.01], [0.02, -0.01, -0.01], [-0.02, 0.01, 0.00], [0.12, 0.26, 0.14], [0.01, 0.00, 0.00], [0.00, 0.02, 0.00], [-0.09, 0.01, -0.03], [0.06, -0.01, 0.02], [-0.03, 0.01, 0.00], [0.02, 0.00, 0.00], [-0.01, 0.00, -0.01], [-0.03, -0.11, -0.03], [0.12, -0.07, 0.01], [-0.06, 0.02, -0.05], [-0.06, -0.04, -0.03], [0.04, 0.05, 0.01]]}



4.
{"formula": "C24H31N3O4TeV", "method": "the ωB97M-V functional and the def2-TZVPD basis", "largest_force_ev_per_a": 0.61, "e_above_lowest_kj_mol": 0.0, "total_charge": 0, "s2": 0.780, "multiplicity": 2, "lumo_ev": [-0.7, -0.4], "homo_lumo_gap_ev": [7.4, 7.7], "homo_ev": [-8.081, -8.097], "elements": ["V", "N", "C", "C", "O", "N", "C", "C", "O", "O", "H", "H", "H", "H", "H", "H", "C", "C", "O", "N", "Te", "C", "C", "C", "C", "C", "C", "C", "C", "C", "C", "C", "C", "C", "C", "C", "C", "C", "C", "H", "H", "H", "H", "H", "H", "H", "H", "H", "H", "H", "H", "H", "H", "H", "H", "H", "H", "H", "H", "H", "H", "H", "H", "H"], "coordinates": [[0.164, -0.820, 0.587], [-1.875, -0.629, 1.190], [-2.298, 0.724, 0.741], [-1.139, 1.696, 0.955], [-1.314, 2.854, 1.264], [0.057, 1.064, 0.773], [1.311, 1.779, 0.961], [2.425, 0.731, 1.028], [3.585, 1.026, 1.080], [1.958, -0.525, 1.017], [-2.426, -1.361, 0.745], [-2.003, -0.708, 2.195], [-3.187, 1.084, 1.254], [-2.513, 0.664, -0.326], [1.303, 2.360, 1.885], [1.527, 2.474, 0.148], [-0.581, -0.739, -3.220], [-1.079, -1.388, -1.961], [-2.198, -1.853, -1.857], [-0.181, -1.475, -0.906], [-0.127, -3.951, 0.976], [0.507, -4.818, -0.838], [-0.379, -5.621, -1.560], [-1.813, -5.836, -1.156], [0.087, -6.245, -2.716], [1.385, -6.076, -3.170], [1.871, -6.763, -4.418], [2.232, -5.245, -2.445], [1.821, -4.608, -1.281], [2.813, -3.743, -0.547], [-0.471, -5.734, 2.078], [-1.739, -6.007, 2.602], [-2.939, -5.099, 2.482], [-1.936, -7.216, 3.269], [-0.926, -8.148, 3.416], [-1.157, -9.446, 4.143], [0.324, -7.849, 2.886], [0.580, -6.654, 2.228], [1.964, -6.414, 1.694], [-1.414, -0.293, -3.757], [-0.141, -1.520, -3.844], [0.188, 0.000, -3.004], [-2.275, -4.898, -0.844], [-1.889, -6.539, -0.323], [-2.383, -6.239, -1.992], [-0.596, -6.871, -3.281], [1.066, -7.313, -4.904], [2.670, -7.469, -4.184], [2.272, -6.042, -5.131], [3.246, -5.087, -2.795], [3.705, -3.596, -1.153], [3.119, -4.204, 0.395], [2.407, -2.761, -0.308], [-2.708, -4.168, 1.974], [-3.339, -4.868, 3.470], [-3.731, -5.597, 1.919], [-2.919, -7.428, 3.676], [-2.212, -9.588, 4.373], [-0.601, -9.466, 5.082], [-0.819, -10.293, 3.546], [1.132, -8.565, 2.996], [2.680, -7.069, 2.187], [2.272, -5.381, 1.853], [2.009, -6.607, 0.619]], "forces_ev_per_a": [[-0.06, -0.59, -0.11], [-0.11, 0.01, 0.05], [0.04, -0.05, -0.01], [0.02, -0.24, 0.07], [0.08, 0.10, -0.10], [-0.06, 0.34, 0.03], [-0.04, -0.16, -0.04], [-0.22, 0.07, -0.02], [0.09, -0.09, 0.06], [0.35, 0.10, 0.11], [0.05, 0.03, -0.05], [-0.06, -0.05, -0.01], [0.02, -0.02, 0.05], [-0.03, 0.01, 0.00], [-0.01, 0.01, 0.01], [-0.02, -0.01, -0.03], [0.13, 0.03, 0.00], [0.05, -0.34, 0.29], [-0.14, 0.08, 0.04], [0.01, 0.52, -0.32], [-0.24, 0.17, 0.02], [0.06, 0.01, 0.05], [-0.06, -0.01, -0.05], [0.04, 0.03, 0.01], [-0.02, 0.01, -0.01], [-0.01, -0.01, -0.02], [-0.01, 0.02, 0.03], [0.00, 0.03, -0.02], [0.07, 0.02, 0.01], [-0.06, 0.05, -0.06], [0.10, 0.10, -0.03], [0.01, -0.03, -0.04], [0.04, -0.02, 0.01], [-0.02, 0.03, -0.02], [0.01, -0.05, 0.02], [0.01, 0.03, -0.01], [0.04, 0.02, 0.01], [-0.06, -0.11, 0.06], [-0.03, 0.00, 0.03], [-0.03, -0.01, -0.02], [0.03, 0.02, 0.00], [0.00, 0.00, -0.03], [-0.01, 0.00, -0.01], [0.00, 0.00, 0.04], [0.00, -0.02, 0.01], [0.00, 0.00, 0.00], [0.00, 0.00, 0.00], [0.00, 0.00, 0.00], [0.00, 0.00, 0.00], [0.00, 0.00, 0.00], [0.00, -0.01, 0.00], [-0.01, 0.05, -0.04], [0.03, -0.01, -0.02], [-0.01, 0.02, -0.01], [0.01, 0.01, 0.01], [0.01, 0.00, 0.00], [0.00, -0.01, 0.00], [0.00, 0.00, 0.00], [0.00, 0.00, 0.00], [0.00, 0.00, 0.00], [0.00, -0.01, 0.00], [0.00, -0.02, 0.00], [-0.01, -0.05, 0.05], [0.01, 0.02, 0.01]]}